C3H8N2O2 | ωB97M-V/def2-TZVPD

Calculated values
E_LUMO (spin up / spin down) (eV): 0.633 / 0.654
Orbital gap (spin up / spin down) (eV): 8.11 / 8.59
ΔE to the lowest compared entry with this formula, charge and spin (kJ/mol): 831.4
F_max (eV/Å): 4.05

Atoms and positions in Å:
C (-1.174, 0.240, -2.121)
C (1.523, 0.148, -0.630)
C (-0.240, -0.604, 2.253)
N (-0.770, 0.459, -0.816)
N (-1.341, 0.101, 0.468)
O (0.489, 1.122, -0.715)
O (-0.510, 0.545, 1.489)
H (-0.524, 0.624, -2.979)
H (-2.224, 0.080, -2.377)
H (2.377, 0.740, -0.393)
H (1.520, -0.331, -1.571)
H (1.490, -0.400, 0.206)
H (0.046, -0.342, 3.258)
H (0.524, -1.118, 1.720)
H (-1.185, -1.262, 2.206)

Atomic partial charges in e from the Löwdin method, atoms 1 to 6: 0.041 -0.045 -0.115 -0.178 0.051 -0.124

C3H8N2O2 | ωB97M-V/def2-TZVPD

Calculated values
E_LUMO (eV): 0.843
Orbital gap (eV): 9.54
ΔE to the lowest compared entry with this formula, charge and spin (kJ/mol): 319.3
F_max (eV/Å): 4.35

Atoms and positions in Å:
C (-2.942, 2.358, 1.045)
C (-0.478, -1.873, -0.474)
C (-0.039, 1.699, 1.952)
N (0.814, 2.699, 2.191)
N (0.583, -2.177, -1.419)
O (-2.773, 3.497, 0.919)
O (-3.087, 1.243, 1.169)
H (-0.085, -1.284, 0.387)
H (-1.261, -1.320, -1.076)
H (-0.997, -2.787, -0.060)
H (0.384, 0.802, 2.435)
H (1.537, 2.641, 2.786)
H (0.842, 3.600, 1.739)
H (0.313, -2.916, -2.115)
H (1.366, -2.563, -0.843)

Atomic partial charges in e from the Löwdin method, atoms 1 to 6: -0.500 -0.235 0.007 -0.001 -0.115 0.173

C3H8N2O2 | ωB97M-V/def2-TZVPD

Calculated values
SMILES: NC(=O)O.C=NC
E_LUMO (eV): 0.819
Orbital gap (eV): 10.64
ΔE to the lowest compared entry with this formula, charge and spin (kJ/mol): 165.2
F_max (eV/Å): 3.67

Atoms and positions in Å:
N (-1.605, -0.517, 1.028)
C (-0.912, -1.605, 0.620)
O (-1.433, -2.690, 0.508)
O (0.506, -1.540, 0.821)
H (-1.316, 0.386, 0.660)
H (-2.593, -0.626, 1.181)
H (0.819, -2.413, 1.096)
C (0.861, 1.719, 0.427)
N (0.192, 0.982, -0.354)
C (0.736, 0.573, -1.617)
H (1.745, 2.282, 0.119)
H (0.389, 2.077, 1.331)
H (1.533, 1.239, -1.966)
H (-0.069, 0.566, -2.350)
H (1.147, -0.431, -1.504)

Atomic partial charges in e from the Löwdin method, atoms 1 to 6: 0.153 -0.599 0.064 0.015 0.057 0.108

C3H8N2O2 | ωB97M-V/def2-TZVPD

Calculated values
SMILES: [H]/N=C(C)/N=C/O.O
E_LUMO (eV): 0.791
Orbital gap (eV): 10.58
ΔE to the lowest compared entry with this formula, charge and spin (kJ/mol): 123.3
F_max (eV/Å): 1.30

Atoms and positions in Å:
H (1.507, 1.381, -1.188)
N (0.684, 0.900, -0.836)
C (0.930, -0.073, -0.054)
C (2.285, -0.554, 0.385)
N (-0.095, -0.873, 0.360)
C (-1.187, -0.469, 0.839)
O (-2.177, -1.325, 1.054)
H (2.488, -1.505, -0.097)
H (2.290, -0.720, 1.462)
H (3.062, 0.162, 0.121)
H (-1.355, 0.571, 1.151)
H (-2.974, -0.863, 1.342)
O (-2.078, 1.166, -1.226)
H (-2.278, 1.031, -2.153)
H (-1.102, 1.169, -1.161)

Atomic partial charges in e from the Löwdin method, atoms 1 to 6: 0.066 0.128 -0.494 -0.024 0.122 -0.279

C3H8N2O2 | ωB97M-V/def2-TZVPD

Calculated values
SMILES: N=C=O.CC=O.N
E_LUMO (eV): 0.704
Orbital gap (eV): 10.07
ΔE to the lowest compared entry with this formula, charge and spin (kJ/mol): 307.2
F_max (eV/Å): 4.38

Atoms and positions in Å:
N (2.056, -0.554, 0.974)
C (1.223, -1.297, 0.550)
O (0.347, -1.777, -0.013)
H (2.432, -0.280, 1.877)
C (-0.856, 2.294, 1.609)
C (0.421, 1.390, 1.382)
O (1.149, 1.270, 2.315)
H (-1.782, 1.643, 1.562)
H (-0.826, 2.726, 2.608)
H (-1.073, 3.161, 0.985)
H (0.761, 1.190, 0.296)
N (-0.809, -2.366, -3.662)
H (-1.528, -1.569, -3.274)
H (-1.569, -3.040, -4.000)
H (0.051, -2.790, -3.208)

Atomic partial charges in e from the Löwdin method, atoms 1 to 6: 0.162 -0.449 0.154 0.101 -0.047 -0.294

C3H8N2O2 | ωB97M-V/def2-TZVPD

Calculated values
E_LUMO (eV): 0.729
Orbital gap (eV): 9.22
ΔE to the lowest compared entry with this formula, charge and spin (kJ/mol): 323.8
F_max (eV/Å): 1.42

Atoms and positions in Å:
C (1.270, 1.024, 0.465)
C (0.525, -0.952, -0.696)
O (1.649, -1.617, -0.449)
N (0.333, 0.363, -0.424)
H (2.071, -1.281, 0.356)
H (0.020, -1.371, -1.558)
H (2.275, 1.062, 0.032)
H (1.331, 0.559, 1.463)
H (0.943, 2.054, 0.605)
N (-2.316, 0.230, -0.320)
C (-1.158, -0.075, 0.379)
O (-0.866, -1.379, 0.475)
H (-2.504, -0.381, -1.102)
H (-2.489, 1.207, -0.507)
H (-1.082, 0.556, 1.281)

Atomic partial charges in e from the Löwdin method, atoms 1 to 6: -0.119 -0.287 0.111 -0.075 0.116 0.151